Entry 1:
C10H12FNO in the gas phase at a distorted geometry. Source: the OMol25 dataset; level of theory: the ωB97M-V functional and the def2-TZVPD basis.

Positions of all 25 atoms, in Å:
F  -3.535  1.126  -0.035
O  -3.320  -1.545  0.030
N  4.006  -0.956  -0.108
C  1.299  1.767  -0.062
C  -2.172  -0.805  0.009
C  -0.900  -1.349  0.036
C  0.238  -0.540  0.025
C  2.587  1.080  0.365
C  0.103  0.850  -0.012
C  1.609  -1.197  0.069
C  -1.197  1.393  -0.027
C  2.739  -0.270  -0.341
C  -2.301  0.597  -0.024
H  1.390  2.140  -1.091
H  -1.361  2.460  -0.084
H  1.092  2.646  0.549
H  1.611  -2.073  -0.521
H  4.131  -1.070  0.886
H  -0.782  -2.448  0.053
H  3.474  1.734  0.122
H  2.664  -0.098  -1.421
H  -3.081  -2.491  0.014
H  2.583  0.913  1.445
H  1.804  -1.556  1.091
H  4.779  -0.398  -0.429

Summary:
**LUMO level**: 0.777 eV
**DFT total energy**: -16820.08266 eV
**ΔE to the lowest compared entry with this formula, charge and spin**: 0.0 kJ/mol
**SMILES**: N[C@@H]1CCc2cc(F)c(O)cc2C1
**Charge**: 0
**Gap between HOMO and LUMO**: 9.147 eV


Entry 2:
C5H8FNS in the gas phase at a distorted geometry. Source: the OMol25 dataset; level of theory: the ωB97M-V functional and the def2-TZVPD basis.

Positions of all 16 atoms, in Å:
S  3.153  -0.494  0.014
F  1.176  1.784  -0.917
N  0.519  -1.028  0.132
C  -2.163  -0.666  -0.150
C  0.162  0.300  0.692
C  -0.703  -0.231  -0.380
C  0.879  1.648  0.389
C  1.695  -1.479  -0.385
H  -2.858  0.298  -0.534
H  -2.501  -0.940  0.849
H  -0.243  0.390  1.741
H  1.631  -2.331  -1.115
H  1.921  1.562  0.865
H  0.291  2.435  0.824
H  -0.636  0.475  -1.321
H  -2.324  -1.723  -0.704

Summary:
**LUMO level**: -0.138 eV
**DFT total energy**: -20353.76518 eV
**ΔE to the lowest compared entry with this formula, charge and spin**: 312.0 kJ/mol
**SMILES**: C[C@H]1[C@H](CF)N1C=S
**Charge**: 0
**Gap between HOMO and LUMO**: 8.178 eV


Entry 3:
A gas-phase ion, C4H6IN2 (charge +1) at a distorted geometry. Source: the OMol25 dataset; level of theory: the ωB97M-V functional and the def2-TZVPD basis.

Positions of all 13 atoms, in Å:
I  -0.954  -0.361  4.145
N  0.249  0.305  -0.424
N  -1.593  -1.017  0.670
C  -0.659  -1.089  1.741
C  -0.393  0.582  -1.671
C  -0.493  -0.483  0.402
C  1.475  0.722  -0.143
H  -0.556  1.611  -2.071
H  0.005  -2.049  1.859
H  2.160  1.160  -0.803
H  -1.393  0.069  -1.729
H  0.198  0.282  -2.642
H  1.953  0.268  0.667

Summary:
**LUMO level (alpha / beta)**: -7.051 / -7.050 eV
**DFT total energy**: -15313.35856 eV
**ΔE to the lowest compared entry with this formula, charge and spin**: 563.4 kJ/mol
**SMILES**: C=[N+](C)C1=N[C@@H]1I
**Charge**: +1
**Gap between HOMO and LUMO (alpha / beta)**: 5.923 / 5.924 eV


Entry 4:
A molecular structure, C7H10BaO3Si at a distorted geometry. Source: the OMol25 dataset; level of theory: the ωB97M-V functional and the def2-TZVPD basis.

Positions of all 22 atoms, in Å:
Ba  -2.675  -2.143  -1.269
Si  -0.224  -0.632  -0.523
O  1.181  2.829  0.057
O  1.608  1.737  -1.813
O  -2.873  0.269  1.991
C  -2.554  -0.455  1.124
C  1.547  -1.193  -0.643
C  0.878  1.940  -0.900
C  3.084  0.020  1.111
C  2.317  -0.591  0.435
C  -1.127  -1.158  1.111
C  -0.474  1.210  -0.803
H  -0.956  -1.364  -1.602
H  0.562  2.710  0.788
H  -0.988  1.345  -1.758
H  1.924  -0.889  -1.623
H  3.762  0.656  1.631
H  -0.576  -0.841  1.993
H  -1.103  1.694  -0.050
H  -1.288  -2.266  1.152
H  1.622  -2.284  -0.603
H  -3.311  -0.603  0.261

Summary:
**LUMO level**: -8.848 eV
**DFT total energy**: -22114.71675 eV
**ΔE to the lowest compared entry with this formula, charge and spin**: 0.0 kJ/mol
**Charge**: +2
**Gap between HOMO and LUMO**: 7.233 eV


Entry 5:
2 unconnected molecules or ions with the total composition C2H8OS2 at a distorted geometry. Source: the OMol25 dataset; level of theory: the ωB97M-V functional and the def2-TZVPD basis.

Positions of all 13 atoms, in Å:
S  -1.604  -1.465  0.840
S  0.269  -2.115  0.826
O  1.282  2.621  -2.703
C  1.122  -1.232  2.168
C  -1.656  -0.144  -0.367
H  0.737  -0.199  2.175
H  0.331  2.471  -2.503
H  -1.569  -0.592  -1.372
H  0.934  -1.685  3.156
H  2.211  -1.201  1.996
H  1.342  2.561  -3.683
H  -2.592  0.437  -0.321
H  -0.807  0.543  -0.214

Summary:
**LUMO level**: 0.658 eV
**DFT total energy**: -25921.57646 eV
**ΔE to the lowest compared entry with this formula, charge and spin**: 34.6 kJ/mol
**SMILES**: CSSC.O
**Charge**: 0
**Gap between HOMO and LUMO**: 9.598 eV


Entry 6:
A molecular structure, C32H34AlN3O3S2Si. Source: the OMol25 dataset; level of theory: the ωB97M-V functional and the def2-TZVPD basis.

Positions of all 76 atoms, in Å:
S  1.254  -1.240  -1.661
S  -2.286  -0.557  -1.991
Si  1.079  -4.910  -1.836
Al  0.610  0.140  0.159
O  -0.568  1.411  -0.340
O  -3.475  -0.539  -1.089
O  2.303  0.208  0.738
N  0.038  0.739  1.941
N  -0.312  -1.604  0.328
N  -1.218  1.356  1.869
C  0.070  1.477  4.259
C  -2.602  3.299  -0.822
C  -3.789  1.285  -3.361
C  -0.068  -5.902  -2.922
C  -2.564  -1.922  -3.140
C  -4.890  3.129  0.740
C  -2.907  2.731  -5.070
C  -1.451  1.168  -3.967
C  -3.748  -2.628  -3.030
C  -3.980  -3.698  -3.885
C  0.284  -2.298  -0.673
C  -1.425  1.680  0.633
C  0.055  -3.679  -0.827
C  -1.646  2.171  -4.904
C  -1.599  -2.272  -4.074
C  1.826  -6.054  -0.557
C  -4.858  3.984  -0.357
C  -3.713  4.071  -1.133
C  2.088  0.503  3.075
C  -2.532  0.729  -3.218
C  -0.938  -4.214  -0.014
C  -1.846  -3.331  -4.933
C  2.454  -4.151  -2.831
C  -1.641  -3.454  0.920
C  -3.779  2.372  1.063
C  -3.034  -4.046  -4.838
C  -2.632  2.454  0.279
C  4.303  0.120  1.978
C  2.815  0.277  1.938
C  0.704  0.865  3.047
C  -3.974  2.292  -4.298
C  -1.258  -2.149  1.096
H  2.603  0.548  4.022
H  2.479  -5.504  0.123
H  4.595  -0.739  1.374
H  4.768  1.003  1.536
H  -2.436  -3.880  1.513
H  -0.767  -6.491  -2.325
H  -5.784  3.061  1.346
H  4.668  -0.002  2.996
H  -1.107  -3.601  -5.677
H  -3.216  -4.881  -5.502
H  -0.048  2.550  4.104
H  -3.682  4.737  -1.985
H  -0.468  0.740  -3.806
H  3.022  -4.946  -3.319
H  -1.180  -5.267  -0.108
H  1.057  -6.544  0.044
H  -0.813  2.521  -5.499
H  -0.652  -5.259  -3.578
H  -4.905  -4.256  -3.810
H  -1.707  3.351  -1.427
H  3.132  -3.582  -2.194
H  -3.783  1.708  1.916
H  -5.726  4.581  -0.604
H  -4.595  0.939  -2.727
H  0.685  1.310  5.140
H  -4.467  -2.326  -2.280
H  -1.689  -1.502  1.850
H  -0.667  -1.722  -4.133
H  -4.951  2.741  -4.416
H  0.504  -6.597  -3.541
H  2.420  -6.835  -1.035
H  2.083  -3.470  -3.597
H  -0.929  1.072  4.411
H  -3.053  3.523  -5.794

Summary:
**LUMO level**: 0.427 eV
**DFT total energy**: -80499.93261 eV
**ΔE to the lowest compared entry with this formula, charge and spin**: 53.8 kJ/mol
**Charge**: 0
**Gap between HOMO and LUMO**: 8.317 eV